P.
DFT (wB97M-V/def2-TZVPD) results for a 12-piece molecular cluster, C73H172N12O12 overall.

Geometry (Å):
1 O 4.0872 2.8605 -5.3024
2 O 2.9273 0.2598 5.6002
3 O -0.2666 -3.5368 -2.2267
4 O 7.7733 1.7809 -1.4988
5 O -3.7078 1.3273 6.1794
6 O 0.6617 -7.0959 0.8397
7 O -1.5916 -0.8753 4.5444
8 O -5.6174 -2.3624 0.3637
9 O 6.0720 -2.3917 -4.5794
10 O 1.3945 3.1106 -0.3675
11 O -5.7944 3.7553 -3.4529
12 O 1.7730 0.3677 -0.6440
13 N -5.0366 1.7131 5.7417
14 N -2.1953 -3.6144 0.2908
15 N 3.7166 -5.1239 1.4694
16 N 4.3154 -2.6242 -1.2814
17 N 6.3118 -0.6936 0.9030
18 N -5.6424 2.7952 -2.4126
19 N 0.1628 0.4715 7.5064
20 N 4.1995 -1.9818 2.9553
21 N -1.2031 -4.0056 -3.1649
22 N 1.1735 0.1155 2.1245
23 N 1.5539 3.4260 1.0322
24 N 2.8179 2.5639 -4.7522
25 C -3.4830 -3.3306 -0.3188
26 C -5.8677 0.1564 7.4343
27 C -1.5984 -5.8007 -4.7949
28 C -4.9701 1.2207 -4.1211
29 C -4.5568 4.5983 -0.8979
30 C 3.8174 2.6103 1.0354
31 C -4.4195 0.8753 -1.7854
32 C 3.8792 -3.9127 -3.3306
33 C 2.0969 -6.8536 0.9308
34 C -4.9423 2.3441 4.3948
35 C 6.5416 -1.2678 -5.3281
36 C 1.7928 -4.4736 0.1480
37 C -4.2066 -4.6026 -0.7841
38 C 0.7120 -5.6290 -3.9291
39 C 7.4063 0.6009 -0.9297
40 C -1.1014 -6.2388 -2.3663
41 C -7.5345 1.9929 4.5361
42 C -5.5047 2.3767 -0.1424
43 C 3.6553 -1.6218 4.2561
44 C 0.3336 5.7356 0.6124
45 C -0.7507 0.5535 6.3448
46 C -4.6944 1.2806 3.3093
47 C 0.4157 -8.2318 -0.0159
48 C -1.9017 -1.7241 -3.7658
49 C -1.2245 -2.9543 -4.2794
50 C 0.5620 4.5923 2.9689
51 C 2.0171 2.2233 -7.1736
52 C -1.5558 -4.7836 -5.9391
53 C 2.9943 4.1148 2.8678
54 C 0.7584 3.4376 -3.8016
55 C 8.0937 0.8117 1.5583
56 C 2.9897 4.2289 -3.0963
57 C -0.8250 3.5996 1.1591
58 C -5.7768 -0.7923 5.1066
59 C -4.3039 1.4564 -0.4665
60 C -0.7703 -5.3835 -3.5926
61 C 2.1684 3.7889 -4.2941
62 C 0.4276 4.3718 1.4314
63 C 2.6903 0.4468 -1.7326
64 C 2.0571 4.8868 -5.3664
65 C 3.4987 4.9999 0.4406
66 C 2.9673 0.4065 -5.6840
67 C 1.5920 -0.8638 -0.0516
68 C -3.9636 3.4615 4.3752
69 C 2.2984 -5.4168 1.2542
70 C -0.2759 1.6272 5.3430
71 C -7.4131 1.1637 5.8325
72 C 0.7636 1.3820 -5.1494
73 C 0.6085 -0.7664 1.0860
74 C 0.1288 -2.5170 -4.8364
75 C 2.9141 3.8920 1.3072
76 C 3.2982 1.5566 5.9647
77 C -0.7783 -0.4249 0.4738
78 C -5.6399 3.5331 -1.1456
79 C 4.5391 -2.3403 5.2974
80 C -2.1334 -3.4374 -5.4682
81 C 6.7553 2.5582 -2.0464
82 C -2.1867 -2.1614 4.3831
83 C -3.1889 2.6031 -3.1545
84 C -0.7554 -0.7881 5.6265
85 C 2.0985 1.6656 -5.7823
86 C -4.5605 1.9510 -2.8197
87 C 5.4587 -1.9611 -3.3453
88 C 4.9241 -3.1082 -2.5632
89 C -0.0114 2.5478 -4.8193
90 C -4.2648 -2.5512 0.7633
91 C -6.2994 2.9727 4.2757
92 C -7.0191 4.0969 -1.0842
93 C -5.9962 0.5731 5.9945
94 C -6.3643 -1.6083 1.2863
95 C 3.7413 -0.1182 4.5023
96 C 1.9501 5.1133 3.3252
97 C 6.9073 0.6363 0.5607
98 H 4.5156 -3.4377 5.1848
99 H -5.5695 0.5829 3.0681
100 H 2.4407 -0.2680 -2.5176
101 H -2.1563 -6.1210 -1.9956
102 H -3.9123 0.5164 3.5921
103 H -1.9719 -2.9217 1.0005
104 H -2.1900 -2.6440 -6.2341
105 H 0.8358 0.8464 -4.2599
106 H 0.7376 -4.7596 -0.0906
107 H 7.6437 0.7223 2.4963
108 H 3.0729 6.0509 0.4033
109 H 0.5362 0.2365 2.9126
110 H -0.6668 6.0736 0.7030
111 H 3.6506 1.8420 1.8253
112 H -1.2286 -6.7399 -5.2379
113 H 2.6428 -0.3590 -6.3481
114 H -0.5104 2.6582 5.7233
115 H -3.1871 -3.5534 -5.1179
116 H 4.9029 2.9115 1.1176
117 H -5.2815 -4.3518 -0.7502
118 H -5.7349 0.8734 8.2301
119 H -8.4208 2.6740 4.4418
120 H 0.7652 -2.2930 -4.0142
121 H 5.1167 -1.6044 2.9229
122 H 7.1600 -1.3157 0.9091
123 H 1.7461 -5.2862 2.1990
124 H 0.8238 1.7599 5.2566
125 H -0.1871 0.0564 8.3562
126 H 8.8126 0.0070 1.3765
127 H -2.6196 2.8565 -2.2253
128 H 0.6839 -3.2513 -5.4427
129 H -4.9368 -0.3710 7.5611
130 H 0.4839 -1.8220 1.4527
131 H 0.7950 -6.7306 -4.2022
132 H 1.0294 -8.2349 -0.9369
133 H 1.0240 6.4503 1.0356
134 H 4.2741 -4.5136 -4.1724
135 H -4.3206 0.6245 0.2835
136 H 1.1571 -1.6013 -0.7614
137 H 2.9767 2.6921 -7.3015
138 H 2.5363 -1.2716 0.3372
139 H 0.1268 0.7914 -5.8328
140 H 4.0269 3.8195 -5.5578
141 H -5.9634 0.8756 -4.0262
142 H 2.9634 -0.0469 -4.6905
143 H -4.1853 -3.1768 1.6107
144 H 3.4225 0.3366 3.6007
145 H -3.2610 3.4170 -3.7976
146 H -0.1448 3.2804 -5.6217
147 H 1.7775 -3.4373 0.4791
148 H 6.1648 -1.4564 -2.7604
149 H 8.3473 -0.0767 -0.8754
150 H -2.8301 -1.8865 -3.2183
151 H 4.8280 0.0030 4.6793
152 H -0.9380 -1.1250 -0.3528
153 H 1.1647 2.8993 -7.3244
154 H -3.6431 4.0397 -0.8028
155 H -5.2464 0.1441 -1.8208
156 H 4.3980 -3.3388 -0.5244
157 H -4.5088 5.4792 -1.5521
158 H -1.5793 4.1968 1.7320
159 H 5.7728 -0.5340 -5.3908
160 H -3.3228 -2.7725 -1.2560
161 H 1.2841 1.0447 1.6823
162 H -7.5568 1.3525 3.7181
163 H -3.2927 0.9468 5.3840
164 H 2.8565 3.1688 3.4333
165 H -0.7936 -7.2345 -2.5824
166 H -2.1938 -5.2560 -6.7290
167 H -3.3690 1.9548 -0.4116
168 H 5.6304 -0.9666 0.2072
169 H 1.2435 -5.3522 -3.1097
170 H 3.2771 -2.4622 -1.4917
171 H -0.6377 -8.1218 -0.1757
172 H 0.2329 4.3429 -3.4808
173 H -4.7128 4.9506 0.1444
174 H -1.0679 3.6074 0.0995
175 H 5.6385 -2.0080 5.1622
176 H -7.7680 3.3023 -1.2557
177 H -2.7146 1.8143 -3.6926
178 H 3.6603 0.1222 -1.3608
179 H 1.9289 1.4302 -7.9001
180 H 3.0582 5.1593 -5.7753
181 H 3.5824 4.6375 -0.6058
182 H -0.4521 -5.9651 -1.4794
183 H 7.1540 3.5336 -2.2979
184 H -0.6919 0.5907 0.1607
185 H 0.4981 3.6208 3.4551
186 H -7.0869 5.0146 -1.7097
187 H 0.5642 -9.1072 0.6082
188 H -0.7160 1.5387 4.3666
189 H -7.6007 1.7684 6.7416
190 H 6.3516 2.1097 -3.0073
191 H 3.6151 2.0758 0.0979
192 H -2.5155 -2.5135 5.3560
193 H -2.1396 -4.5346 0.8320
194 H -5.4676 2.7465 0.8871
195 H 2.1308 5.1458 4.4142
196 H -6.6652 -0.5842 7.6619
197 H 4.0506 0.5987 -5.8610
198 H -4.0058 -4.9845 -1.7688
199 H -3.5381 0.2841 -2.0569
200 H -6.4121 -2.1728 2.1969
201 H 3.8093 3.5294 -2.9752
202 H 2.6730 1.4321 -2.1411
203 H 2.4195 3.9988 -2.1895
204 H 3.3944 -4.5611 -2.5585
205 H 1.3830 4.5909 -6.2286
206 H 1.3147 2.1604 -0.3207
207 H 8.5991 1.7482 1.4397
208 H -0.2278 5.3172 3.3521
209 H -6.3923 3.7302 4.9991
210 H 2.4402 1.9020 6.5292
211 H 4.5190 -1.3314 -3.6577
212 H -1.2540 -1.0642 -3.1090
213 H -0.9819 2.3095 -4.4391
214 H -1.4404 -2.8188 3.8447
215 H -2.9409 3.1388 4.1957
216 H 4.2912 -5.7300 2.0357
217 H -7.2727 4.2177 -0.0361
218 H 2.4870 -7.1348 -0.0347
219 H 0.8094 2.8312 -2.9536
220 H -6.7036 3.6718 -3.7468
221 H -0.5556 -4.7164 -6.3325
222 H -4.0550 -5.3107 0.0044
223 H -5.8541 -0.6165 1.4012
224 H 2.4799 -7.5278 1.7390
225 H -3.0894 -2.0054 3.7325
226 H 0.6505 5.6236 -0.4283
227 H 6.6322 0.0701 -1.5189
228 H -6.4758 1.8525 -0.2207
229 H 6.8853 -1.5892 -6.3267
230 H -6.3658 3.4677 3.2892
231 H 3.4435 5.1947 -3.0875
232 H 2.3196 -4.6155 -0.7590
233 H -0.6485 -3.3847 -1.3684
234 H -0.7893 2.5740 1.5426
235 H 4.3545 -2.1843 6.3775
236 H -3.9769 3.8189 5.4312
237 H -1.1070 -1.5766 6.4076
238 H -4.3221 0.3809 -4.3683
239 H 2.0793 6.0692 2.8654
240 H -2.1370 -1.1516 -4.6526
241 H 1.7023 5.8735 -4.9754
242 H 3.4820 2.1787 5.1499
243 H -1.5412 -0.5670 1.2484
244 H 4.0012 4.4439 3.0911
245 H 2.5997 -1.8973 4.4288
246 H 0.0835 -1.6693 -5.4606
247 H 4.2106 1.4610 6.6269
248 H -7.3686 -1.4914 0.9064
249 H -4.8012 -0.8166 4.5871
250 H -5.9228 -1.6448 5.8304
251 H 4.5035 5.1396 0.8380
252 H -4.4322 1.8020 2.4260
253 H 7.3842 -0.8320 -4.7945
254 H 6.1954 1.4663 0.6271
255 H -4.2443 4.2803 3.7477
256 H -4.9420 1.8823 -5.0368
257 H 3.7817 -1.4266 2.1452
258 H -8.1501 0.3351 5.8508
259 H 0.3148 -1.0742 5.2781
260 H 1.0774 0.1386 7.2759
261 H -3.8067 -1.5408 0.9417
262 H 3.6974 -4.3605 2.1281
263 H -2.6347 -6.0248 -4.4940
264 H -1.7615 0.7322 6.7207
265 H 3.0467 -3.3055 -3.7264
266 H -6.5219 -0.9449 4.3003
267 H 5.7991 -3.7192 -2.3406
268 H 5.7970 2.6558 -1.4577
269 H 0.9581 -5.0211 -4.7827

Kohn-Sham gap, Eh: 0.3342
HOMO energy, eV: -8.5
Charge: 0
Structure (SMILES): CC1(C)CCCC(C)(C)N1O.CC1(C)CCCC(C)(C)N1O.CC1(C)CCCC(C)(C)N1O.CC1(C)CCCC(C)(C)N1O.CC1(C)CCCC(C)(C)N1O.COC[C@H](C)N.COC[C@H](C)N.COC[C@H](C)N.COC[C@H](C)N.COC[C@H](C)N.COC[C@H](C)N.COC[C@H](C)N


Q.
DFT (wB97M-V/def2-TZVPD) results for a 12-piece molecular cluster, C73H172N12O12 overall.

Geometry (Å):
1 O -0.4244 0.8753 -3.4670
2 O 2.6326 -2.4289 6.7311
3 O -3.9004 -5.7236 -6.3071
4 O 1.7968 -4.9391 0.3773
5 O -0.8813 -4.8070 0.3110
6 O -6.7302 -4.1000 -0.4479
7 O -3.0081 0.3395 2.5456
8 O 3.4605 2.5880 -4.1898
9 O 3.4670 4.0762 1.2585
10 O -0.3909 6.2578 -2.2555
11 O -4.3543 3.9089 -0.1301
12 O 0.6548 4.9205 1.8084
13 N -0.6339 0.0620 0.2228
14 N -0.7833 5.0793 -5.7145
15 N 2.5268 -4.7604 -0.8191
16 N -4.8373 3.6738 2.5891
17 N -2.6753 -5.3897 -5.7225
18 N 4.4775 5.7255 -5.8378
19 N 1.9941 -2.5085 5.5029
20 N -1.9055 5.4559 0.3949
21 N 0.7629 4.8911 3.1692
22 N -6.4112 -1.2272 -1.2457
23 N 4.0857 2.9126 1.6223
24 N -2.9279 -6.8489 0.0035
25 C -0.8974 2.2020 -0.8907
26 C 0.0572 5.9683 -3.5518
27 C -1.0404 0.6924 -1.0237
28 C -0.0497 -2.0613 4.0376
29 C -0.5609 7.0885 3.5742
30 C -5.3071 3.3335 -0.9963
31 C 2.1839 -7.1590 -1.3053
32 C 0.4325 2.3533 3.0958
33 C -2.8905 7.4998 0.2153
34 C -2.0672 -7.6710 -5.0288
35 C -1.5668 -3.5617 0.2681
36 C 0.6465 -1.9366 5.4502
37 C 0.8927 -1.7221 2.8784
38 C -2.8148 -6.0853 1.2130
39 C -1.2277 5.5534 -4.4069
40 C 4.9061 2.4759 -0.7315
41 C -2.8966 -4.6883 -4.4166
42 C -1.6864 0.6868 -4.1339
43 C 2.9145 -2.2890 4.3743
44 C -1.3495 -5.6681 1.3284
45 C 0.6220 6.5656 -1.3837
46 C 4.5793 4.4145 -5.2519
47 C 2.6533 1.6591 0.0629
48 C 0.8688 6.0814 5.4183
49 C -3.2300 -7.0091 2.3513
50 C 0.2459 3.5912 5.2264
51 C 4.3322 -6.3447 -0.3300
52 C -3.5827 -5.5212 -3.2790
53 C 1.8800 7.0713 3.3077
54 C -1.5498 -4.2050 -3.8885
55 C 0.5383 -0.5007 5.9378
56 C 3.2037 -6.0115 -1.2727
57 C 5.1877 3.1000 2.5508
58 C -1.7093 -6.4704 -5.8523
59 C 3.5095 -0.9112 4.4169
60 C -3.2327 6.0042 0.5825
61 C 3.6392 -3.2544 -2.5724
62 C -5.5998 -3.2929 -0.1814
63 C -5.4090 -2.2305 -1.2499
64 C 4.7226 3.5177 4.0191
65 C -3.7548 1.4613 1.9238
66 C 6.2480 4.1501 2.1182
67 C -4.7311 2.1988 2.9234
68 C 5.7489 4.5726 -4.2956
69 C 0.0090 4.9097 6.0105
70 C -2.1750 4.4418 -3.8167
71 C -7.0068 -4.9894 0.6199
72 C 6.1075 0.7109 1.6124
73 C 3.2984 3.9460 -4.5298
74 C 4.1397 1.9881 0.4400
75 C 3.5786 -5.8564 -2.7729
76 C -4.2348 5.2814 -0.4159
77 C 2.1059 -2.5900 3.0692
78 C 5.9075 1.6927 2.7816
79 C -6.0832 1.4990 3.0033
80 C 4.2706 -3.0728 -0.1009
81 C -0.4358 -5.1275 -4.0396
82 C -0.1695 -2.7882 6.3461
83 C 0.7255 6.2720 3.8215
84 C 4.0812 -3.3332 4.5118
85 C -3.6872 -0.9110 2.7137
86 C -0.0751 3.7284 3.7275
87 C -0.2583 0.1058 -2.2294
88 C 1.9068 -2.4111 -1.0569
89 C -3.6078 -3.3732 -4.6777
90 C 4.7199 0.6683 0.8896
91 C 4.4079 -4.5478 -3.0779
92 C 2.3517 2.1004 -3.4683
93 C -1.5909 -6.8832 -7.3494
94 C -1.5541 3.7889 3.4768
95 C 3.1070 -3.4119 -1.0810
96 C -4.1182 -1.4851 -1.1718
97 C -0.3494 -5.7790 -5.4796
98 H -4.3201 -0.9981 3.5968
99 H 2.0501 1.2339 0.8650
100 H 0.2567 -1.9701 2.0287
101 H -0.0355 1.5503 3.6653
102 H -1.9199 -0.3767 -4.0820
103 H -1.2170 -2.9793 -0.5843
104 H -3.7461 -1.1346 -0.2090
105 H -1.9495 6.3500 -4.5874
106 H 2.9466 4.5371 -3.6843
107 H 0.2027 -2.7714 7.3704
108 H 1.7765 7.2318 2.2346
109 H -0.9002 6.9886 2.5431
110 H 4.4557 -0.7730 3.8936
111 H 1.8358 -3.6346 2.9142
112 H -4.2987 2.1856 3.9239
113 H -4.7949 3.7739 1.5850
114 H -4.6910 -3.4740 -4.7460
115 H -1.2692 -3.2317 -4.2910
116 H -0.1986 -5.0074 -6.2346
117 H -4.8541 3.1849 -1.9766
118 H -2.1719 3.0103 3.9242
119 H -1.3432 -5.1756 2.3008
120 H 4.4396 3.3289 -1.2244
121 H -1.4333 0.9345 -5.1648
122 H -4.5861 -5.8085 -3.5931
123 H -2.4976 1.3418 -3.8163
124 H -1.4513 6.7512 4.1048
125 H 4.1799 -6.7078 -3.0916
126 H -2.6490 -3.5744 0.1388
127 H 4.1238 -3.6299 0.8244
128 H 3.8374 -4.3699 4.2795
129 H 0.4439 7.0085 5.8032
130 H -3.8034 5.3070 -1.4166
131 H 6.8109 3.6785 1.3127
132 H 3.8819 3.0040 4.4855
133 H -6.2967 -0.5915 -2.0223
134 H 0.8063 0.1386 -1.9981
135 H 5.1911 -3.5828 -0.3847
136 H -2.9745 -6.3824 -3.0026
137 H -3.5059 -5.2457 1.1390
138 H 4.3117 -2.0404 0.2463
139 H 4.8022 0.0564 -0.0086
140 H 5.7088 5.0667 1.8793
141 H -3.3998 -2.6542 -3.8854
142 H -0.7536 -7.5467 -7.5656
143 H -1.6482 -7.6977 -4.0229
144 H -3.3015 -2.1316 -1.4929
145 H 4.9146 1.6579 -1.4518
146 H -1.1194 0.5217 0.9798
147 H -0.9446 2.6334 0.1093
148 H 1.2093 5.6820 -1.1337
149 H -0.0611 5.6898 -6.0693
150 H 1.2694 -0.3300 6.7281
151 H 1.3188 3.3990 5.2376
152 H 2.4650 1.0980 -3.0554
153 H 2.8349 4.1033 1.9805
154 H -5.5859 2.3474 -0.6250
155 H 6.2383 -0.2809 2.0455
156 H -1.5173 -2.9415 1.1631
157 H -1.5710 5.8330 -0.4803
158 H 5.3561 -4.6151 -2.5446
159 H -6.8933 2.1484 3.3350
160 H -1.7777 3.7471 2.4108
161 H 1.8677 -7.3086 -0.2729
162 H -3.9943 4.0808 2.9683
163 H 0.3293 0.3284 0.3690
164 H 2.7735 6.4682 3.1465
165 H -3.1472 -7.6775 -4.8815
166 H 0.4714 -6.4945 -5.5296
167 H -2.3662 4.5786 -2.7523
168 H 2.0078 2.6384 -2.5849
169 H -2.5397 -7.3880 -7.5309
170 H -1.5464 -4.0922 -2.8043
171 H -7.8397 -5.6183 0.3057
172 H -3.3192 -2.8866 -5.6094
173 H 1.2905 7.3241 -1.7908
174 H 4.0270 0.0928 1.5035
175 H 1.2227 -2.7831 -1.8196
176 H 0.4813 -4.5583 -3.8878
177 H 5.9309 2.8024 -0.5550
178 H -1.8567 4.4559 0.2619
179 H 5.5858 3.6589 4.6696
180 H -1.7504 -8.5973 -5.5080
181 H -6.3463 1.0860 2.0295
182 H -0.4556 -0.3139 6.3445
183 H -3.8523 -4.8841 -2.4367
184 H 2.6836 -5.7353 -3.3832
185 H 4.9365 3.7317 -6.0228
186 H 2.1272 7.9338 3.9267
187 H -3.4913 -6.3894 3.2091
188 H -3.5244 5.9213 1.6295
189 H -4.6473 -3.8208 -0.2260
190 H 6.5778 5.1059 -4.7611
191 H 5.5027 5.2543 -3.4815
192 H -0.2288 5.2395 1.6105
193 H -0.3811 -5.8168 -3.1970
194 H -0.5665 -3.0036 3.8554
195 H -5.1681 5.8408 -0.3530
196 H 2.8211 -3.1276 -3.2814
197 H 4.7734 -7.3167 -0.5507
198 H -4.1152 -7.6060 2.1317
199 H -2.4619 7.5468 -0.7858
200 H 4.7404 -3.0846 3.6802
201 H -2.4048 -6.2845 -0.6507
202 H -1.2064 -2.4628 6.4302
203 H 2.6548 1.0694 -0.8537
204 H -1.9731 4.7619 3.7332
205 H -2.9509 -1.7085 2.8135
206 H -0.3213 2.7568 5.6391
207 H 2.4616 4.0947 -5.2123
208 H -3.8243 8.0581 0.2807
209 H -4.0053 -0.5966 -1.7931
210 H 5.3678 6.0672 -6.1706
211 H 2.7262 -7.9819 -1.7710
212 H -6.0709 0.7628 3.8071
213 H 1.2966 -2.4250 -0.1538
214 H 4.3504 -2.4290 -2.5406
215 H -2.2807 8.0156 0.9571
216 H 4.6633 -3.1238 5.4093
217 H -4.3753 -1.1489 1.9025
218 H -0.6609 -6.5129 1.3113
219 H 0.2960 4.7904 7.0553
220 H -0.4745 -0.9291 -2.4948
221 H -2.4041 -7.5911 2.7604
222 H -6.2544 3.8677 -1.0697
223 H 0.6460 0.2869 5.1921
224 H -6.1566 -5.6594 0.7471
225 H 2.5352 -3.3175 7.0810
226 H -7.3382 -4.5397 1.5558
227 H -3.0094 2.1633 1.5502
228 H -2.0881 0.5419 -1.2839
229 H 2.1734 2.5888 -0.2429
230 H -1.5258 -6.0445 -8.0425
231 H 0.1688 6.9985 -0.4919
232 H -2.5712 -7.7937 -0.0108
233 H 4.2968 4.5200 3.9725
234 H 6.9543 0.9603 0.9730
235 H 3.6043 -0.4953 5.4199
236 H 6.9615 1.8848 2.9823
237 H -0.0027 2.7095 -1.2516
238 H -5.4228 -2.6863 -2.2399
239 H 1.2030 -0.6775 2.8521
240 H 2.1678 -1.3715 -1.2550
241 H -1.7182 2.7494 -1.3540
242 H -1.7900 3.4226 -3.8501
243 H 1.4279 2.0917 -4.0466
244 H -3.1470 4.3687 -4.3046
245 H 0.8828 -5.0630 0.1111
246 H -7.2816 -1.6770 -1.4909
247 H 6.0406 3.6261 -3.8403
248 H 1.9042 6.0148 5.7524
249 H 2.8078 -0.1806 4.0145
250 H -0.5577 8.1634 3.7546
251 H 1.3312 -7.0080 -1.9672
252 H 5.5071 1.0669 3.5792
253 H -3.8814 -5.1174 -7.0512
254 H 4.6676 -4.4491 -4.1319
255 H 5.1797 -5.6620 -0.3911
256 H -5.7218 -2.8033 0.7848
257 H 0.2195 2.3375 2.0269
258 H 1.5152 2.2656 3.1859
259 H 4.1449 6.3549 -5.1214
260 H -0.4023 4.1530 -5.5852
261 H -1.0379 5.2008 6.0963
262 H 4.0930 -6.3984 0.7321
263 H -4.3026 1.1433 1.0367
264 H 6.9061 4.3611 2.9611
265 H 0.5747 6.7610 -4.0921
266 H 2.7937 -2.5044 2.2279
267 H -0.8944 -1.3724 4.0458
268 H -0.2082 -3.8206 5.9988
269 H 0.7769 5.1514 -3.6049

Kohn-Sham gap, Eh: 0.3010
HOMO energy, eV: -7.8
Charge: 0
Structure (SMILES): CC1(C)CCCC(C)(C)N1O.CC1(C)CCCC(C)(C)N1O.CC1(C)CCCC(C)(C)N1O.CC1(C)CCCC(C)(C)N1O.CC1(C)CCCC(C)(C)N1O.COC[C@H](C)N.COC[C@H](C)N.COC[C@H](C)N.COC[C@H](C)N.COC[C@H](C)N.COC[C@H](C)N.COC[C@H](C)N


Order of stability, best first: P, Q